Here is a molecular structure, C46H50GeIrN7O4S3 from the OMol25 dataset. Energies are from wB97M-V/def2-TZVPD.

XYZ file:
```
112
C46H50GeIrN7O4S3 wB97M-V/def2-TZVPD
Ir 2.46 0.68 -0.43
C 5.63 -4.14 -0.89
C 6.21 -3.04 0.00
N 5.23 -2.56 0.96
C 4.48 -1.46 0.85
S 4.78 -0.36 -0.47
N 3.62 -1.21 1.79
N 2.83 -0.16 1.61
C 2.01 0.18 2.54
C 1.86 -0.61 3.80
C 1.29 1.42 2.31
C 0.46 1.99 3.26
C -0.15 3.20 2.97
C 0.09 3.81 1.76
C 0.94 3.19 0.87
N 1.52 2.02 1.13
H 6.35 -4.41 -1.66
H 4.72 -3.79 -1.37
H 5.40 -5.03 -0.30
H 6.52 -2.20 -0.62
H 7.07 -3.41 0.55
H 4.97 -3.18 1.72
H 2.22 -1.62 3.62
H 0.83 -0.64 4.13
H 2.47 -0.16 4.59
H 0.30 1.51 4.21
H -0.81 3.66 3.70
H -0.34 4.77 1.51
H 1.18 3.64 -0.09
O 5.83 3.97 -0.33
C 5.38 4.74 -1.34
C 6.14 5.85 -1.70
C 5.75 6.67 -2.74
C 4.57 6.40 -3.44
C 3.79 5.33 -3.08
C 4.18 4.48 -2.03
C 3.34 3.32 -1.67
O 3.74 2.49 -0.77
N 2.20 3.20 -2.27
N 1.51 2.05 -1.99
C 0.35 1.99 -2.57
S -0.72 0.63 -2.52
C -2.10 1.50 -3.34
C -1.53 2.47 -4.34
S -0.14 3.35 -3.56
H 5.23 3.21 -0.22
H 7.05 6.04 -1.14
H 6.36 7.52 -3.01
H 4.27 7.05 -4.25
H 2.87 5.10 -3.59
H -2.66 2.01 -2.56
H -2.73 0.75 -3.81
H -2.26 3.22 -4.65
H -1.14 1.96 -5.22
C 1.57 -4.04 -2.35
C 1.80 -2.87 -3.33
C 2.98 -3.15 -4.26
C 0.52 -2.58 -4.14
C 2.10 -1.66 -2.57
N 2.32 -0.67 -2.04
H 1.21 -4.90 -2.91
H 0.84 -3.77 -1.59
H 2.49 -4.30 -1.84
H 2.72 -3.97 -4.94
H 3.87 -3.43 -3.70
H 3.22 -2.28 -4.86
H 0.28 -3.45 -4.75
H 0.67 -1.72 -4.80
H -0.31 -2.36 -3.48
O 1.18 -2.07 0.23
C 0.34 -1.19 0.34
O 0.46 0.04 -0.09
C -0.99 -1.47 1.05
C -2.15 -0.68 0.47
Ge -3.81 -0.92 1.53
C -4.17 -2.83 1.75
C -5.22 -3.43 1.06
C -5.49 -4.78 1.20
C -4.71 -5.56 2.04
C -3.65 -4.98 2.73
C -3.38 -3.63 2.58
C -5.26 -0.05 0.54
C -5.04 0.54 -0.70
C -6.07 1.17 -1.38
C -7.34 1.22 -0.83
C -7.58 0.62 0.41
C -6.54 0.00 1.09
C -3.57 0.01 3.23
C -3.34 1.39 3.21
C -3.25 2.11 4.39
C -3.37 1.47 5.61
C -3.59 0.10 5.65
C -3.69 -0.62 4.47
H -0.81 -1.17 2.09
H -1.17 -2.54 1.02
H -2.34 -0.99 -0.56
H -1.91 0.38 0.45
H -5.83 -2.82 0.40
H -6.31 -5.23 0.66
H -4.93 -6.61 2.16
H -3.04 -5.59 3.39
H -2.54 -3.19 3.12
H -4.05 0.51 -1.14
H -5.89 1.63 -2.35
H -8.15 1.71 -1.35
H -8.57 0.65 0.84
H -6.73 -0.46 2.05
H -3.25 1.90 2.26
H -3.10 3.19 4.36
H -3.30 2.03 6.54
H -3.69 -0.41 6.60
H -3.89 -1.69 4.51
```

## Properties
**Multiplicity**: 2
**Net charge**: +1
**Expectation value of S²**: 0.7656
**Gap between HOMO and LUMO (spin up / spin down)**: 0.2300 / 0.2182 Eh
**E_tot**: -158988.92250 eV

***

Here is a gas-phase ion, C5H10N (charge +1) from the OMol25 dataset. Energies are from wB97M-V/def2-TZVPD.

XYZ file:
```
16
C5H10N wB97M-V/def2-TZVPD
C -1.19 1.22 0.91
N -1.19 0.12 0.14
C -2.33 -0.80 -0.10
C 0.06 -0.33 -0.47
C 1.42 -0.27 -0.50
C 2.73 0.33 0.14
H -0.17 1.60 1.09
H -2.04 1.85 1.27
H -3.16 -0.39 0.40
H -2.66 -0.90 -1.08
H -2.00 -1.85 0.19
H -0.32 -1.05 -1.21
H 1.72 -0.93 -1.35
H 2.68 0.46 1.16
H 3.63 -0.35 -0.31
H 2.83 1.27 -0.29
```

## Properties
**Energy relative to the best compared isomer or geometry (same formula, charge and spin)**: 280.5 kJ/mol
**Multiplicity**: 1
**Net charge**: +1
**Gap between HOMO and LUMO**: 0.3223 Eh
**Structure (SMILES)**: C=[N+](C)/C=C\C
**E_tot**: -6827.29517 eV

***

Here is a molecular structure, C13H18N7O3PReSTe from the OMol25 dataset. Energies are from wB97M-V/def2-TZVPD.

XYZ file:
```
45
C13H18N7O3PReSTe wB97M-V/def2-TZVPD
Re 0.37 -0.43 0.87
N -2.07 1.08 2.62
C -1.04 1.89 2.43
N -1.13 3.14 2.85
C -0.08 3.94 2.66
N -0.15 5.19 3.05
N 1.10 3.53 2.09
C 1.12 2.31 1.70
N 0.10 1.40 1.81
C 2.34 1.77 1.06
C 3.51 2.49 0.95
C 4.61 1.89 0.35
C 4.50 0.59 -0.12
C 3.30 -0.07 0.02
N 2.24 0.51 0.60
H -2.87 1.47 3.09
H -2.01 0.08 2.50
H -1.00 5.54 3.48
H 0.64 5.81 2.93
H 3.54 3.50 1.33
H 5.54 2.43 0.24
H 5.33 0.09 -0.60
H 3.16 -1.08 -0.34
C 1.64 -4.68 4.13
C 1.19 -3.47 3.36
O 0.04 -3.87 2.54
P -0.71 -3.00 1.50
O -0.73 -1.48 2.09
Te -2.54 -3.80 0.48
O 0.58 -2.45 0.43
C 0.84 -3.14 -0.86
C 1.43 -4.50 -0.60
H 2.49 -4.41 4.76
H 1.95 -5.48 3.45
H 0.84 -5.05 4.77
H 1.96 -3.10 2.69
H 0.85 -2.67 4.02
H 1.51 -2.48 -1.40
H -0.12 -3.19 -1.38
H 2.36 -4.43 -0.04
H 1.64 -4.98 -1.56
H 0.73 -5.14 -0.06
S -0.80 0.94 -3.40
C -0.36 0.48 -1.99
N -0.02 0.11 -0.89
```

## Properties
**Energy relative to the best compared isomer or geometry (same formula, charge and spin)**: 3.6 kJ/mol
**Multiplicity**: 4
**Net charge**: +2
**Expectation value of S²**: 3.7890
**Gap between HOMO and LUMO (spin up / spin down)**: 0.2448 / 0.2105 Eh
**E_tot**: -59882.52882 eV

***

Here is a molecular structure, C12H11BrN4O4PtS2Se from the OMol25 dataset. Energies are from wB97M-V/def2-TZVPD.

XYZ file:
```
36
C12H11BrN4O4PtS2Se wB97M-V/def2-TZVPD
Pt -0.78 -0.39 0.39
S -3.04 -4.48 0.36
C -3.06 -3.77 1.91
C -2.43 -2.57 1.88
N -1.95 -2.22 0.64
C -2.20 -3.14 -0.25
H -3.52 -4.25 2.75
H -2.29 -1.87 2.69
H -1.90 -3.05 -1.28
S 1.28 -1.52 1.22
C 2.08 -0.01 1.45
N 1.52 0.87 2.32
C 2.02 2.10 2.52
C 3.18 2.45 1.90
C 3.71 1.51 1.02
N 3.19 0.32 0.79
H 0.52 0.69 2.61
H 1.44 2.74 3.16
H 3.63 3.42 2.04
H 4.61 1.74 0.45
Br 1.22 1.61 -5.61
C 0.54 0.72 -4.09
C 1.34 -0.17 -3.40
C 0.81 -0.78 -2.28
N -0.44 -0.55 -1.85
C -1.20 0.32 -2.53
C -0.75 0.97 -3.66
H 2.35 -0.38 -3.70
H 1.40 -1.46 -1.68
H -2.18 0.51 -2.12
H -1.39 1.67 -4.18
O -2.70 1.10 0.39
Se -1.60 1.91 1.34
O -2.02 3.32 1.97
O -1.16 0.74 2.47
O -0.23 1.92 0.37
```

## Properties
**Multiplicity**: 3
**Expectation value of S²**: 2.0088
**Gap between HOMO and LUMO (spin up / spin down)**: 0.2657 / 0.2911 Eh
**E_tot**: -187074.89312 eV

***

Look up the multiplicity of the second one. 1